(1)
{"formula": "C29H33FN5O3RhSSi", "method": "the ωB97M-V functional and the def2-TZVPD basis", "symbols": ["Rh", "C", "C", "N", "C", "C", "C", "O", "O", "C", "O", "C", "C", "C", "F", "C", "C", "C", "N", "C", "C", "N", "C", "C", "H", "H", "H", "H", "H", "H", "H", "H", "H", "H", "H", "H", "H", "H", "H", "H", "H", "H", "N", "C", "N", "S", "H", "H", "H", "H", "C", "C", "C", "C", "C", "C", "Si", "C", "C", "C", "C", "C", "C", "H", "H", "H", "H", "H", "H", "H", "H", "H", "H", "H"], "positions_angstrom": [[1.82, -1.33, 2.28], [-3.97, -0.81, -2.71], [-4.27, -0.59, -1.23], [-3.04, -0.31, -0.44], [-2.45, -1.33, 0.19], [-1.27, -1.24, 0.85], [-0.72, -2.44, 1.54], [-1.45, -3.11, 2.25], [0.55, -2.65, 1.30], [-0.60, 0.00, 0.92], [0.47, 0.17, 1.55], [-1.23, 1.12, 0.23], [-0.64, 2.39, 0.25], [-1.26, 3.43, -0.35], [-0.71, 4.65, -0.26], [-2.49, 3.29, -1.04], [-3.05, 2.04, -1.07], [-2.45, 0.95, -0.43], [-3.16, 4.37, -1.70], [-4.47, 4.75, -1.18], [-5.31, 5.39, -2.27], [-4.56, 6.59, -2.81], [-3.19, 6.18, -3.33], [-2.41, 5.53, -2.20], [-4.90, -1.01, -3.25], [-3.31, -1.67, -2.85], [-3.48, 0.06, -3.16], [-4.72, -1.48, -0.80], [-4.96, 0.22, -1.09], [-2.98, -2.27, 0.15], [0.30, 2.53, 0.77], [-3.97, 1.92, -1.63], [-4.38, 5.45, -0.34], [-5.00, 3.88, -0.81], [-6.27, 5.73, -1.90], [-5.45, 4.71, -3.09], [-4.43, 7.26, -2.07], [-5.09, 7.05, -3.54], [-2.69, 7.07, -3.71], [-3.35, 5.48, -4.14], [-2.23, 6.28, -1.42], [-1.46, 5.22, -2.59], [0.31, -4.29, 3.94], [1.33, -3.68, 4.48], [2.28, -4.38, 5.07], [1.47, -1.92, 4.53], [0.25, -5.29, 3.96], [-0.35, -3.81, 3.36], [2.26, -5.38, 5.11], [3.07, -3.90, 5.47], [3.97, -0.42, -2.91], [4.94, 0.18, -2.10], [4.96, -0.08, -0.73], [4.03, -0.97, -0.16], [3.05, -1.55, -0.98], [3.03, -1.28, -2.35], [4.20, -1.36, 1.65], [4.56, -3.13, 1.99], [3.66, -4.15, 1.63], [3.97, -5.49, 1.85], [5.19, -5.84, 2.43], [6.09, -4.84, 2.80], [5.78, -3.50, 2.59], [3.96, -0.22, -3.97], [5.68, 0.84, -2.54], [5.72, 0.39, -0.11], [2.32, -2.24, -0.58], [2.28, -1.75, -2.98], [5.26, -0.52, 2.22], [2.71, -3.90, 1.16], [3.27, -6.27, 1.54], [5.44, -6.88, 2.59], [7.04, -5.11, 3.25], [6.49, -2.73, 2.89]], "total_charge": 2, "homo_lumo_gap_ev": [6.436, 6.490], "lumo_energy_ev": [-4.88, -6.35], "s_squared": 6.01, "homo_energy_ev": [-11.3, -12.8], "e_tot_ev": -68626.3605, "multiplicity": 5}

(2)
{"formula": "C29H33IN5OPb", "method": "the ωB97M-V functional and the def2-TZVPD basis", "symbols": ["Pb", "I", "C", "C", "C", "C", "C", "C", "C", "C", "C", "C", "H", "H", "H", "H", "H", "H", "C", "C", "C", "C", "C", "N", "C", "O", "N", "C", "C", "C", "C", "N", "C", "C", "C", "H", "H", "H", "H", "H", "H", "H", "H", "H", "H", "H", "H", "H", "C", "C", "N", "C", "C", "C", "C", "N", "H", "H", "H", "H", "H", "H", "H", "H", "H", "H", "H", "H", "H", "H"], "positions_angstrom": [[-0.35, -2.33, -2.60], [-2.13, -2.61, -4.95], [-3.25, -0.89, -4.33], [-4.24, -0.50, -5.17], [-5.02, 0.63, -4.84], [-4.78, 1.29, -3.67], [-3.76, 0.86, -2.78], [-3.57, 1.53, -1.55], [-2.60, 1.13, -0.68], [-1.78, 0.03, -1.02], [-1.91, -0.66, -2.20], [-2.93, -0.26, -3.10], [-4.43, -1.03, -6.09], [-5.80, 0.95, -5.52], [-5.37, 2.16, -3.40], [-4.21, 2.38, -1.32], [-2.45, 1.63, 0.27], [-1.01, -0.26, -0.30], [7.64, 3.71, 4.48], [6.29, 3.49, 3.86], [5.33, 4.49, 3.81], [4.08, 4.27, 3.25], [3.76, 3.03, 2.71], [2.46, 2.83, 2.20], [2.03, 2.06, 1.15], [0.86, 1.75, 1.01], [3.02, 1.71, 0.25], [2.91, 0.89, -0.86], [4.02, 0.70, -1.68], [3.92, -0.13, -2.78], [2.71, -0.77, -3.03], [1.65, -0.59, -2.25], [1.73, 0.23, -1.20], [4.71, 2.01, 2.75], [5.96, 2.25, 3.31], [7.74, 4.72, 4.85], [8.43, 3.53, 3.74], [7.80, 3.02, 5.30], [5.56, 5.47, 4.22], [3.35, 5.07, 3.22], [1.70, 3.23, 2.73], [3.93, 2.13, 0.41], [4.95, 1.20, -1.45], [4.77, -0.29, -3.43], [2.60, -1.43, -3.88], [0.83, 0.38, -0.62], [4.47, 1.02, 2.38], [6.68, 1.44, 3.35], [-4.80, -2.38, -0.98], [-3.82, -3.51, -0.70], [-2.96, -3.30, 0.48], [-3.66, -3.01, 1.73], [-3.60, -1.53, 2.10], [-1.66, -3.59, 0.45], [-0.96, -3.83, 1.77], [-1.00, -3.72, -0.67], [-5.36, -2.60, -1.89], [-4.29, -1.43, -1.12], [-5.53, -2.27, -0.18], [-3.17, -3.67, -1.56], [-4.39, -4.43, -0.53], [-3.26, -3.61, 2.54], [-4.70, -3.31, 1.60], [-2.57, -1.21, 2.29], [-4.18, -1.36, 3.01], [-4.01, -0.91, 1.31], [-1.47, -4.61, 2.33], [-0.94, -2.92, 2.37], [0.06, -4.15, 1.60], [-0.08, -4.13, -0.50]], "total_charge": 1, "homo_lumo_gap_ev": 8.415, "lumo_energy_ev": -2.18, "homo_energy_ev": -10.6, "e_tot_ev": -53451.1355}

(3)
{"formula": "C29H33InN8O10", "method": "the ωB97M-V functional and the def2-TZVPD basis", "symbols": ["In", "C", "C", "N", "C", "C", "C", "C", "C", "C", "C", "N", "C", "C", "N", "N", "H", "H", "H", "H", "H", "H", "H", "H", "H", "H", "H", "H", "H", "H", "H", "H", "H", "H", "C", "C", "N", "O", "C", "C", "N", "O", "H", "H", "H", "H", "H", "H", "H", "O", "C", "O", "C", "C", "C", "C", "C", "C", "N", "O", "O", "H", "H", "H", "H", "O", "C", "O", "C", "C", "C", "C", "C", "C", "N", "O", "O", "H", "H", "H", "H"], "positions_angstrom": [[0.51, -0.42, -0.93], [3.39, -0.84, -2.57], [3.69, -0.40, -1.15], [2.69, -0.94, -0.22], [2.85, -2.35, 0.10], [1.75, -3.26, -0.42], [1.67, -4.57, -0.01], [0.65, -5.36, -0.52], [-0.21, -4.83, -1.46], [-0.05, -3.51, -1.84], [-0.95, -2.90, -2.90], [-0.70, -1.49, -3.14], [0.08, -1.14, -4.32], [1.56, -1.32, -4.06], [2.02, -0.49, -2.96], [0.91, -2.75, -1.32], [3.47, -1.92, -2.65], [4.13, -0.41, -3.25], [3.66, 0.68, -1.07], [4.70, -0.73, -0.87], [2.71, -0.35, 0.62], [2.93, -2.49, 1.17], [3.79, -2.71, -0.34], [2.36, -4.96, 0.72], [0.54, -6.39, -0.20], [-1.02, -5.42, -1.88], [-1.98, -3.02, -2.54], [-0.85, -3.49, -3.82], [-1.57, -0.98, -3.13], [-0.13, -0.09, -4.55], [-0.21, -1.74, -5.20], [2.13, -1.13, -4.98], [1.74, -2.36, -3.78], [1.94, 0.49, -3.21], [-2.58, 2.61, -2.18], [-1.82, 1.38, -1.80], [-0.56, 1.22, -2.05], [0.10, 2.28, -2.67], [-2.53, 0.28, -1.15], [-4.00, 0.32, -0.92], [-1.78, -0.73, -0.77], [-2.29, -1.77, -0.27], [-1.91, 3.40, -2.48], [-3.20, 2.93, -1.34], [-3.25, 2.37, -3.01], [0.85, 2.40, -2.04], [-4.57, 0.46, -1.84], [-4.28, 1.12, -0.23], [-4.30, -0.63, -0.47], [2.86, 1.44, 1.16], [2.05, 2.04, 0.45], [1.67, 1.68, -0.72], [1.42, 3.30, 0.98], [2.20, 4.28, 1.58], [1.62, 5.43, 2.09], [0.24, 5.60, 2.02], [-0.51, 4.59, 1.43], [0.05, 3.45, 0.90], [-1.98, 4.74, 1.39], [-2.46, 5.78, 1.78], [-2.62, 3.83, 0.88], [3.27, 4.12, 1.66], [2.23, 6.19, 2.54], [-0.25, 6.47, 2.42], [-0.57, 2.69, 0.46], [0.41, -1.61, 1.26], [-0.11, -0.57, 1.72], [-0.16, 0.50, 1.05], [-0.74, -0.59, 3.08], [-1.72, 0.35, 3.38], [-2.33, 0.33, 4.63], [-1.92, -0.62, 5.54], [-0.93, -1.55, 5.27], [-0.35, -1.54, 4.01], [-2.55, -0.64, 6.88], [-3.43, 0.17, 7.10], [-2.17, -1.48, 7.67], [-2.01, 1.08, 2.64], [-3.11, 1.03, 4.89], [-0.65, -2.27, 6.02], [0.40, -2.26, 3.74]], "homo_lumo_gap_ev": 7.540, "lumo_energy_ev": -0.21, "homo_energy_ev": -7.7, "e_tot_ev": -68173.9553}